(1)
Density functional theory data (ωB97M-V/def2-TZVPD) for 2 unconnected molecules or ions with the total composition C5H14 in a non-equilibrium geometry.

The geometry in XYZ format:
```
19
Properties=species:S:1:pos:R:3:forces:R:3:lowdin_charge:R:1
C -1.944110 -2.062223 -1.237301 1.0 0.0 0.4 -0.131
C -1.797584 -0.944110 -0.178659 -0.2 -0.4 -1.3 -0.307
C -1.087834 0.260503 -0.786802 -0.4 -0.8 0.1 -0.139
H -2.489605 -2.871136 -0.803413 -0.6 -0.7 0.2 0.051
H -1.002560 -2.510771 -1.596627 0.0 0.4 0.3 0.075
H -2.452233 -1.733006 -2.127821 -0.4 0.3 -0.3 0.062
H -2.832617 -0.673964 0.065960 0.3 0.0 0.5 0.100
H -1.253626 -1.319947 0.691111 -0.3 0.1 0.1 0.098
H -1.652666 0.555689 -1.656594 -0.4 0.5 -0.2 0.064
H -1.050972 1.067069 -0.051153 0.5 0.0 -0.4 0.063
H -0.149501 -0.095448 -1.222172 0.4 0.5 0.6 0.076
C 2.539976 0.966187 1.765279 -0.7 -0.3 -0.8 -0.153
C 1.952878 1.664387 0.532973 -0.3 -0.9 -1.0 -0.170
H 3.496262 0.493641 1.528523 0.1 0.4 0.3 0.061
H 2.569790 1.639832 2.608412 0.3 -0.1 0.3 0.056
H 1.864447 0.134707 1.982188 0.1 0.0 0.4 0.058
H 0.895773 1.442187 0.387246 0.1 -0.1 0.4 0.014
H 2.410625 1.249803 -0.379075 0.0 0.3 0.2 0.069
H 1.983558 2.736599 0.477926 0.6 0.5 0.2 0.054
```
Forces are in eV/Å.

LUMO energy = 0.0415 hartree
maximum force = 1.35 eV Å⁻¹
molar mass = 74.17 u
ΔE to the lowest compared entry with this formula, charge and spin = 10.0 kcal per mole
HOMO-LUMO gap = 12.39 eV
HOMO energy = -0.4137 hartree

=====

(2)
Density functional theory data (ωB97M-V/def2-TZVPD) for 2 unconnected molecules or ions with the total composition C5H14 in a non-equilibrium geometry.

The geometry in XYZ format:
```
19
Properties=species:S:1:pos:R:3:forces:R:3:lowdin_charge:R:1
C 0.454418 -0.963394 -1.332678 0.2 -0.5 0.8 -0.137
C 1.857374 -0.578431 -0.550868 0.0 0.8 -7.8 -0.270
C 2.044372 0.933393 -0.848710 -0.1 1.1 1.3 -0.173
H 0.715511 -0.579809 -2.340654 -1.1 -0.9 0.2 0.053
H -0.515892 -0.514919 -0.932339 1.7 0.4 -0.4 0.050
H 0.122302 -2.061666 -1.207096 1.3 1.3 -0.8 0.080
H 1.618671 -0.963052 0.359704 1.0 -0.6 3.1 0.033
H 2.769844 -0.923030 -1.304203 -2.3 -0.7 2.7 0.146
H 1.439318 1.329133 -1.742874 1.5 -0.9 0.9 0.092
H 1.505031 1.377285 -0.039727 -0.4 1.0 0.7 0.024
H 3.120675 1.352465 -0.725337 -1.8 -0.9 -0.7 0.095
C -2.733035 -0.149455 1.286744 1.4 -1.1 2.5 -0.159
C -1.361998 0.647320 1.372452 -0.3 -0.1 0.8 -0.175
H -3.569716 0.491778 1.049876 0.0 0.2 -0.3 0.046
H -2.748720 -1.078792 0.700803 0.1 0.5 -0.2 0.049
H -2.909013 -0.500656 2.377339 0.0 0.4 -1.7 0.079
H -0.337829 0.154251 1.243516 -1.8 0.0 0.5 0.060
H -1.429581 1.163746 2.372540 0.6 -0.4 -1.0 0.071
H -1.347385 1.416666 0.626812 -0.1 0.6 -0.5 0.035
```
Forces are in eV/Å.

LUMO energy = 0.0404 hartree
maximum force = 7.83 eV Å⁻¹
molar mass = 74.17 u
ΔE to the lowest compared entry with this formula, charge and spin = 55.5 kcal per mole
HOMO-LUMO gap = 11.69 eV
HOMO energy = -0.3894 hartree

=====

(3)
Density functional theory data (ωB97M-V/def2-TZVPD) for 2 unconnected molecules or ions with the total composition C5H14 in a non-equilibrium geometry.

The geometry in XYZ format:
```
19
Properties=species:S:1:pos:R:3:forces:R:3:lowdin_charge:R:1
C 0.222221 -1.193941 1.715072 0.9 -1.6 -1.4 -0.104
C -0.365246 -1.904116 0.476985 -0.6 -0.9 -0.4 -0.311
C -1.923185 -1.853072 0.418585 1.3 -0.6 -0.8 -0.107
H -0.545182 -0.936254 2.422196 0.0 0.3 0.3 0.057
H 0.904461 -1.953782 2.100055 0.0 0.4 0.8 0.066
H 0.851194 -0.377052 1.396660 -0.1 0.6 0.2 0.053
H -0.071379 -2.961761 0.398921 -0.2 0.0 1.0 0.087
H 0.137358 -1.635762 -0.449714 -0.3 1.0 -0.2 0.083
H -2.311845 -2.837130 0.152002 -0.1 0.0 0.0 0.060
H -2.233746 -1.185280 -0.381872 -0.4 0.4 0.4 0.060
H -2.276864 -1.621520 1.414527 -0.5 0.4 -0.1 0.055
C 0.249662 2.355822 -1.360481 0.3 -0.4 -0.4 -0.166
C 1.779749 2.427345 -1.198808 -0.4 -1.1 -1.5 -0.165
H -0.085106 1.331071 -1.195573 -0.3 0.2 0.6 0.048
H -0.192305 3.083507 -0.706007 -0.6 0.0 0.5 0.051
H -0.151188 2.583247 -2.351181 0.5 0.2 -0.2 0.060
H 2.044167 2.616195 -0.168078 0.3 0.5 0.0 0.057
H 2.206026 3.053304 -1.983720 0.2 0.7 0.7 0.059
H 2.221267 1.459973 -1.471333 -0.1 -0.1 0.3 0.056
```
Forces are in eV/Å.

LUMO energy = 0.0406 hartree
maximum force = 2.27 eV Å⁻¹
molar mass = 74.17 u
ΔE to the lowest compared entry with this formula, charge and spin = 18.8 kcal per mole
HOMO-LUMO gap = 11.91 eV
HOMO energy = -0.3970 hartree

=====

(4)
Density functional theory data (ωB97M-V/def2-TZVPD) for 2 unconnected molecules or ions with the total composition C5H14 in a non-equilibrium geometry.

The geometry in XYZ format:
```
19
Properties=species:S:1:pos:R:3:forces:R:3:lowdin_charge:R:1
C 2.046693 -1.635989 1.104510 1.7 2.4 0.7 -0.131
C 1.007160 -0.823080 0.337421 -0.4 1.6 2.1 -0.361
C 0.971201 -1.032710 -1.135325 0.9 0.9 -2.0 -0.144
H 1.709506 -2.160817 1.948720 -1.1 -0.5 1.3 0.040
H 2.677242 -0.781963 1.533892 0.1 -1.9 -0.4 0.090
H 2.638385 -2.394480 0.628749 0.4 0.1 -1.0 0.059
H 0.034764 -1.047369 0.817148 0.2 0.2 -0.6 0.088
H 1.255402 0.264562 0.683383 -0.9 -1.6 -1.2 0.124
H 1.214731 -2.073463 -1.295824 -0.1 -0.4 -0.4 0.056
H -0.022256 -0.847468 -1.598469 0.7 0.1 0.3 0.065
H 1.785862 -0.431463 -1.733021 -1.6 -1.0 1.2 0.112
C -1.813380 2.010623 -0.833596 0.9 2.7 2.6 -0.189
C -2.097498 1.367065 0.504757 -2.2 -1.3 0.5 -0.203
H -1.701356 3.135993 -0.534618 0.2 -1.8 -1.4 0.106
H -0.962674 1.545959 -1.272972 0.9 0.3 -0.6 0.035
H -2.645969 1.917814 -1.440837 -1.5 -0.1 -1.5 0.027
H -1.559707 1.874373 1.351640 -0.7 -0.7 -0.7 0.071
H -3.293127 1.406736 0.611257 2.7 -0.1 0.5 0.106
H -1.815854 0.276120 0.434353 -0.4 1.1 0.5 0.048
```
Forces are in eV/Å.

LUMO energy = 0.0412 hartree
maximum force = 3.88 eV Å⁻¹
molar mass = 74.17 u
ΔE to the lowest compared entry with this formula, charge and spin = 33.3 kcal per mole
HOMO-LUMO gap = 11.91 eV
HOMO energy = -0.3965 hartree

=====

(5)
Density functional theory data (ωB97M-V/def2-TZVPD) for 2 unconnected molecules or ions with the total composition C5H14 in a non-equilibrium geometry.

The geometry in XYZ format:
```
19
Properties=species:S:1:pos:R:3:forces:R:3:lowdin_charge:R:1
C 1.859233 1.745696 1.375967 0.3 -1.2 0.0 -0.122
C 1.830807 0.209434 1.432183 -1.3 -0.4 -0.5 -0.318
C 0.463361 -0.297549 1.963777 0.4 1.1 -0.5 -0.126
H 2.766577 2.045732 0.853059 0.1 0.4 0.3 0.065
H 1.017780 2.063224 0.762553 -0.1 0.2 0.2 0.065
H 1.794137 2.134744 2.390135 0.1 0.4 -0.1 0.069
H 2.628125 -0.264735 1.998399 0.3 0.3 0.0 0.092
H 1.885083 -0.141076 0.397171 0.3 -0.2 0.0 0.090
H 0.302859 -1.364663 1.839738 0.2 -0.1 0.3 0.064
H -0.296037 0.206818 1.359560 -0.2 -0.1 0.1 0.052
H 0.324328 0.064793 2.982886 -0.1 -0.4 0.2 0.067
C -1.497698 -0.752853 -1.464695 0.2 -0.1 -1.0 -0.172
C -2.189710 -0.820929 -2.853044 0.4 -0.3 0.7 -0.162
H -2.175820 -0.607028 -0.633307 -0.1 0.1 0.1 0.055
H -0.937937 -1.677983 -1.334123 -0.1 0.0 0.4 0.058
H -0.765471 0.053658 -1.489836 0.0 0.0 0.2 0.053
H -2.228525 0.162996 -3.309902 -0.2 0.0 -0.1 0.056
H -3.178179 -1.269294 -2.788757 -0.2 0.2 0.0 0.056
H -1.602911 -1.490985 -3.481764 0.0 0.2 -0.2 0.057
```
Forces are in eV/Å.

LUMO energy = 0.0411 hartree
maximum force = 1.43 eV Å⁻¹
molar mass = 74.17 u
ΔE to the lowest compared entry with this formula, charge and spin = 5.6 kcal per mole
HOMO-LUMO gap = 12.61 eV
HOMO energy = -0.4224 hartree

=====

(6)
Density functional theory data (ωB97M-V/def2-TZVPD) for 2 unconnected molecules or ions with the total composition C5H14 in a non-equilibrium geometry.

The geometry in XYZ format:
```
19
Properties=species:S:1:pos:R:3:forces:R:3:lowdin_charge:R:1
C 1.293867 0.028698 -1.344375 1.0 0.1 0.1 -0.114
C 1.369504 -1.419680 -1.822666 0.0 -0.6 -0.6 -0.320
C 0.167884 -2.297425 -1.494603 -0.5 -0.1 0.3 -0.128
H 0.663340 0.183325 -0.467553 -0.2 -0.1 -0.2 0.047
H 2.306600 0.335295 -1.033401 -0.3 0.1 -0.1 0.071
H 1.008427 0.709644 -2.145920 -0.3 0.0 0.1 0.066
H 2.263024 -1.922991 -1.450826 0.0 0.2 0.3 0.091
H 1.518963 -1.456959 -2.913314 0.0 0.2 0.2 0.099
H 0.426983 -3.351048 -1.381781 0.1 0.0 -0.1 0.065
H -0.627422 -2.252696 -2.236712 0.0 0.1 -0.2 0.065
H -0.300850 -1.999842 -0.555634 0.1 0.0 0.1 0.059
C -1.577768 2.370609 2.045684 -0.2 -0.1 -0.6 -0.170
C -0.942657 0.989609 2.161800 0.1 0.2 0.3 -0.177
H -1.100939 3.065693 2.727467 -0.1 0.2 0.1 0.059
H -1.504468 2.776560 1.034367 0.3 0.0 0.0 0.059
H -2.657004 2.342701 2.220787 0.1 -0.1 0.4 0.062
H 0.116914 0.989559 1.907184 0.0 0.1 -0.2 0.054
H -0.980396 0.661889 3.196519 -0.1 -0.2 0.2 0.058
H -1.444002 0.247059 1.552975 -0.1 -0.1 -0.2 0.055
```
Forces are in eV/Å.

LUMO energy = 0.0411 hartree
maximum force = 1.01 eV Å⁻¹
molar mass = 74.17 u
ΔE to the lowest compared entry with this formula, charge and spin = 5.4 kcal per mole
HOMO-LUMO gap = 12.32 eV
HOMO energy = -0.4115 hartree